1.
76
Properties=species:S:1:pos:R:3:forces:R:3:lowdin_charge:R:1 method="wB97M-V/def2-TZVPD" lumo_ev="-0.17 / -0.17" e_tot_ha=-5281.7642 homo_lumo_gap_ev="6.43 / 6.43"
Os -0.098120 1.107781 -0.210551 2.23 -0.67 0.80 0.640
S 0.801851 0.157668 -2.230082 -0.32 -0.03 -0.75 0.566
C 2.053253 1.380176 -2.451638 0.10 -0.16 0.29 -0.716
C 2.365549 1.879476 -3.715110 0.08 -0.02 -0.05 -0.110
C 3.388092 2.797690 -3.892305 0.00 -0.02 0.04 -0.079
C 4.144421 3.233708 -2.811411 0.00 -0.01 -0.02 -0.089
C 3.860075 2.747392 -1.544855 0.01 -0.02 0.03 -0.106
C 2.811986 1.855623 -1.370823 0.16 0.16 0.02 -0.556
S 2.372280 1.280989 0.271362 -0.81 0.29 -0.69 0.946
C 2.062953 2.844596 1.162513 0.20 0.11 0.21 -0.386
C 0.854980 2.748977 2.051970 0.09 0.13 0.14 -0.305
C 0.798213 3.462558 3.239902 0.03 0.00 0.00 -0.007
C -0.379687 3.500352 3.964504 -0.04 0.00 -0.01 -0.038
C -1.477028 2.792114 3.500641 0.10 -0.03 -0.01 0.000
C -1.343486 2.046704 2.345051 0.06 -0.28 -0.04 -0.298
C -2.438271 1.206910 1.767583 0.06 0.18 0.07 -0.333
S -2.360814 1.320369 -0.054635 -0.82 0.08 -0.50 0.879
C -2.670346 3.069082 -0.254361 -0.08 -0.02 0.07 -0.509
C -3.953544 3.524400 0.044615 0.02 0.02 0.03 -0.116
C -4.253595 4.867528 -0.053560 0.02 0.02 -0.01 -0.096
C -3.258867 5.746989 -0.481295 -0.03 0.00 0.00 -0.087
C -2.001804 5.286228 -0.810147 0.04 -0.01 0.00 -0.117
C -1.661223 3.924855 -0.709572 -0.04 0.00 -0.11 -0.661
S -0.104481 3.365399 -1.280080 -0.22 0.12 0.05 0.635
N -0.197206 2.031862 1.628447 -0.56 0.43 0.25 -0.081
H 1.776894 1.541439 -4.557575 -0.01 0.01 0.00 0.104
H 3.595008 3.180359 -4.883621 0.00 0.00 0.00 0.104
H 4.947912 3.944282 -2.951543 0.00 0.00 0.00 0.100
H 4.449783 3.067889 -0.693739 -0.02 0.01 0.00 0.107
H 2.929387 3.135831 1.755308 0.05 -0.07 -0.03 0.088
H 1.871853 3.604403 0.402380 -0.03 -0.04 -0.04 0.048
H 1.671797 4.008729 3.567712 -0.01 0.01 0.01 0.119
H -0.444198 4.082036 4.874136 0.00 -0.01 0.00 0.113
H -2.423004 2.806840 4.023176 0.01 -0.01 0.02 0.121
H -2.263672 0.150286 1.976483 -0.04 -0.01 0.00 0.063
H -3.426181 1.476561 2.137057 0.03 0.11 -0.04 0.094
H -4.715627 2.816514 0.351671 0.01 -0.01 0.00 0.105
H -5.245622 5.226138 0.184722 0.00 0.00 0.00 0.099
H -3.479310 6.803164 -0.573550 0.01 0.00 0.00 0.103
H -1.246073 5.973124 -1.169179 0.00 0.00 0.01 0.099
C -0.105440 -0.588874 0.611730 -0.17 -0.32 0.28 -0.447
Ge 0.093520 -2.474113 0.058794 0.00 0.13 -0.09 0.924
C -0.175750 -2.877118 -1.819902 -0.08 -0.07 -0.04 -0.326
C -1.249168 -2.308055 -2.504658 0.00 0.01 0.02 -0.157
C -1.502349 -2.636602 -3.826779 0.01 -0.01 0.00 -0.085
C -0.685570 -3.547294 -4.483182 -0.01 0.00 0.00 -0.090
C 0.379731 -4.127995 -3.811252 0.00 0.01 0.00 -0.087
C 0.628833 -3.797556 -2.485623 0.02 0.01 -0.01 -0.108
C 1.867693 -3.008860 0.657296 0.10 0.06 -0.02 -0.270
C 2.129737 -3.659319 1.861642 -0.02 0.02 0.04 -0.106
C 3.434967 -3.919898 2.260408 0.00 0.00 -0.02 -0.091
C 4.498119 -3.523868 1.462342 0.00 -0.01 0.00 -0.093
C 4.253911 -2.859973 0.267556 0.01 -0.01 0.01 -0.082
C 2.949728 -2.603208 -0.129208 0.00 -0.01 -0.04 -0.119
C -1.373597 -3.343252 1.024743 0.01 0.00 0.15 -0.259
C -2.602339 -2.680984 1.075346 0.01 0.01 0.03 -0.120
C -3.693553 -3.232799 1.731518 -0.01 -0.01 -0.01 -0.087
C -3.573503 -4.465957 2.356830 0.01 -0.01 0.00 -0.094
C -2.364554 -5.144377 2.308024 -0.01 0.01 -0.01 -0.088
C -1.278067 -4.587853 1.644949 -0.01 -0.03 -0.05 -0.107
H -0.236446 -0.639197 1.714425 -0.12 -0.06 -0.02 0.004
H -1.882755 -1.576261 -2.013259 0.00 0.00 0.01 0.091
H -2.330753 -2.173624 -4.347801 0.00 0.00 -0.01 0.103
H -0.880508 -3.804306 -5.516721 0.01 0.01 0.00 0.099
H 1.019502 -4.838936 -4.319174 0.00 0.00 0.00 0.100
H 1.467174 -4.258119 -1.974506 0.00 0.00 0.01 0.095
H 1.315259 -3.959294 2.509933 -0.01 0.00 -0.01 0.086
H 3.620454 -4.430275 3.197289 0.00 0.00 0.00 0.100
H 5.515016 -3.729064 1.772226 0.00 0.01 0.00 0.100
H 5.079771 -2.537828 -0.354325 0.00 0.00 0.00 0.104
H 2.767614 -2.073413 -1.060128 -0.01 0.00 0.00 0.090
H -2.721688 -1.721042 0.579015 0.01 -0.01 -0.01 0.077
H -4.639280 -2.704972 1.748590 0.00 0.00 0.00 0.101
H -4.420859 -4.900830 2.871319 0.00 0.00 0.00 0.100
H -2.266947 -6.112857 2.782429 0.00 0.00 0.00 0.102
H -0.352034 -5.149044 1.600517 0.01 0.01 0.00 0.092

---

2.
21
Properties=species:S:1:pos:R:3:forces:R:3:lowdin_charge:R:1 method="wB97M-V/def2-TZVPD" lumo_ev=-3.06 e_tot_ha=-365.7569 total_charge=+1 homo_lumo_gap_ev=11.59
C -0.544312 -0.685096 -2.313226 2.75 0.85 -1.87 -0.055
C 0.103729 -0.177823 -1.037486 1.75 -1.17 -1.33 -0.342
C -0.239936 1.268038 -0.821213 1.40 -1.24 0.00 -0.178
C 0.101722 1.683542 0.543279 0.45 1.57 3.44 -0.193
O 1.202073 0.830721 1.127788 -2.22 0.55 -2.60 -0.079
N -0.499365 -0.952424 0.109577 3.23 -2.51 -0.14 0.212
H -0.289245 -1.711481 -2.397859 0.38 -1.14 -0.44 0.070
H -1.574949 -0.636270 -2.536472 -1.44 0.64 0.66 0.077
H -0.035851 -0.142528 -3.195488 -0.67 -0.92 1.30 0.136
H 1.294103 -0.441248 -1.084312 -3.11 0.86 0.30 0.217
H -1.284967 1.284937 -0.924204 -1.49 0.72 -0.58 0.121
H 0.289687 1.893435 -1.519856 -0.16 0.01 -0.58 0.140
H -0.813494 1.644914 1.292241 1.72 0.12 -1.39 0.158
H 0.421645 2.770670 0.440343 -0.27 -1.31 0.86 0.148
H 1.525116 1.324028 1.843777 0.88 1.05 1.56 0.061
H -0.964998 -0.336533 0.697509 -1.82 1.04 1.40 0.102
H 0.248147 -1.344570 0.762834 -0.60 0.76 -0.46 0.149
H -1.000887 -1.784099 -0.197907 -0.60 0.41 0.00 0.173
H 0.130776 -2.110427 3.292426 1.78 1.71 -1.00 0.114
H 1.223014 -0.864668 3.220580 -0.67 -0.86 -0.12 0.065
O 0.707996 -1.513124 2.697663 -1.28 -1.13 1.02 -0.095

---

3.
124
Properties=species:S:1:pos:R:3:forces:R:3:mulliken_spin:R:1 method="wB97M-V/def2-TZVPD" lumo_ev="3.64 / 3.64" e_tot_ha=-3957.7092 total_charge=-2 multiplicity=3 homo_lumo_gap_ev="3.26 / 5.73"
Ti 0.153426 -0.074264 -0.391016 -0.82 1.01 0.52 0.062
N -0.724891 -3.911999 1.299226 -0.18 0.05 -0.28 0.002
C -0.484792 -3.463264 2.583896 0.00 0.15 0.11 0.003
C -1.366071 -3.774345 3.621685 -0.07 0.07 0.00 0.000
C -1.098497 -3.384847 4.927716 -0.07 0.02 -0.01 0.000
C 0.067350 -2.696651 5.223177 0.03 -0.01 -0.06 0.000
C 0.959981 -2.415418 4.189449 -0.04 0.12 0.07 0.001
C 0.702485 -2.757998 2.872131 -0.05 0.01 -0.02 0.002
C 1.723331 -2.610110 1.787612 -0.02 0.06 -0.03 -0.006
C 2.824419 -3.457823 1.970606 -0.01 -0.05 0.01 -0.003
C 3.775009 -3.633207 0.979317 -0.01 -0.01 -0.03 0.003
C 3.596275 -2.958738 -0.216373 -0.03 -0.04 0.00 0.003
C 2.525960 -2.085235 -0.364534 0.14 0.10 -0.01 0.065
C 1.546481 -1.821870 0.618873 0.11 0.03 -0.06 -0.010
H -1.704023 -3.978212 1.058985 0.02 0.01 0.06 0.000
H -0.231937 -3.378638 0.589531 0.05 0.01 0.02 0.003
H -2.261086 -4.345962 3.392938 0.01 0.03 0.01 0.000
H -1.802648 -3.632265 5.715339 0.01 0.00 -0.01 0.000
H 0.292886 -2.398495 6.239613 0.01 0.00 0.00 0.000
H 1.895173 -1.913262 4.410971 -0.01 0.03 0.00 0.000
H 2.894299 -4.028866 2.892193 0.01 0.01 0.00 0.000
H 4.609132 -4.310478 1.127474 0.02 0.01 0.01 0.000
H 4.296938 -3.084167 -1.035072 0.00 -0.02 0.00 0.001
H 2.495209 -1.554376 -1.307334 -0.02 -0.08 0.07 -0.023
O -0.583799 -1.406081 -1.475888 0.17 -0.21 -0.48 0.115
C -0.112873 -1.777440 -2.672257 -0.07 0.10 0.12 0.514
C 0.924139 -1.138091 -3.385631 -0.09 -0.19 -0.15 -0.033
C 1.226810 -1.598555 -4.692053 0.02 0.04 -0.01 0.291
C 2.236263 -1.012010 -5.459825 -0.02 0.02 0.06 -0.045
C 2.985799 0.048898 -4.900249 -0.01 0.00 0.03 0.242
C 2.703421 0.496031 -3.622119 0.14 0.04 -0.11 -0.200
C 1.685119 -0.060685 -2.855403 -0.09 0.13 0.30 0.245
O 1.457441 0.402396 -1.598650 0.33 -0.28 -0.59 -0.037
N 2.507753 -1.455946 -6.743081 0.02 -0.02 -0.02 0.243
O 3.451412 -0.895661 -7.414189 -0.01 0.00 0.00 0.226
O 1.812181 -2.419015 -7.228264 0.01 0.01 0.00 0.222
H -0.610550 -2.625177 -3.135416 -0.04 -0.03 0.03 -0.030
H 0.669828 -2.419364 -5.121269 -0.01 0.01 -0.01 0.036
H 3.776715 0.483241 -5.492783 0.00 0.00 0.00 0.027
H 3.296828 1.289855 -3.182357 -0.02 0.01 0.01 0.002
C -2.557455 2.814026 1.392691 -0.04 0.08 -0.02 0.002
C -2.810218 2.877747 -0.092384 -0.07 0.08 0.02 0.005
C -3.837152 3.686695 -0.565808 0.04 -0.01 -0.02 -0.012
C -4.107774 3.803501 -1.920381 0.01 -0.01 0.03 0.022
C -3.307223 3.093843 -2.813987 0.02 -0.06 -0.01 -0.013
C -2.275691 2.275380 -2.387172 -0.04 0.08 -0.09 0.020
C -1.430941 1.532833 -3.379095 -0.03 0.01 -0.05 -0.050
C -2.002468 2.125477 -0.992462 0.11 -0.23 0.27 0.004
N -1.024645 1.291829 -0.574936 0.45 -0.34 -0.33 0.042
H -2.315021 3.801014 1.800323 -0.01 0.01 -0.02 0.001
H -1.718550 2.149111 1.593790 0.01 0.06 -0.03 -0.001
H -3.437776 2.452945 1.936102 0.06 0.11 -0.09 0.001
H -4.435033 4.240683 0.154484 -0.01 0.01 0.00 -0.001
H -4.912588 4.435436 -2.276334 0.00 0.00 0.00 0.003
H -3.490801 3.173661 -3.881844 0.00 0.01 0.00 -0.001
H -1.820009 1.654292 -4.392136 0.01 0.02 0.01 0.001
H -1.380429 0.466687 -3.153628 -0.02 -0.02 0.01 0.039
H -0.393958 1.878471 -3.366457 0.01 -0.01 0.03 -0.005
C -3.104680 0.131970 3.041916 0.06 -0.21 0.05 -0.001
C -1.991139 -0.190368 2.164372 0.05 -0.01 0.09 0.003
N -1.123646 -0.340750 1.435450 -0.16 -0.39 0.49 -0.008
H -2.833833 0.992081 3.653686 -0.01 -0.05 -0.01 0.000
H -3.327092 -0.714807 3.683845 -0.05 -0.12 0.06 0.000
H -3.973440 0.389161 2.435704 0.02 -0.07 0.03 0.000
C -5.156977 -0.601836 -2.592693 -0.03 0.03 -0.02 -0.001
C -4.106960 -0.538343 -1.490331 0.04 0.04 0.03 -0.005
P -3.667061 -2.075100 -0.583383 0.05 -0.24 0.31 -0.004
C -5.318545 -2.634517 0.062895 -0.12 0.11 -0.13 0.000
C -5.293238 -4.059171 0.609712 0.03 -0.04 0.02 0.000
C -3.431842 -3.269006 -1.977971 0.08 0.04 -0.04 0.003
C -2.489194 -4.419384 -1.624390 -0.01 0.03 0.00 -0.006
H -5.245816 0.375845 -3.071509 0.00 0.00 0.00 0.000
H -6.144989 -0.872753 -2.212730 0.01 -0.01 0.02 0.000
H -4.886115 -1.323195 -3.365800 0.01 0.00 0.01 0.000
H -4.381302 0.210481 -0.739664 0.00 0.02 -0.01 0.000
H -3.155995 -0.182968 -1.895000 0.00 -0.03 0.04 0.010
H -6.093688 -2.550334 -0.705934 -0.01 -0.02 0.00 0.000
H -5.589261 -1.938652 0.864270 -0.01 0.01 -0.02 0.000
H -4.495094 -4.199675 1.344103 0.01 0.07 -0.01 0.000
H -6.237283 -4.317060 1.095938 0.00 0.00 -0.01 0.000
H -5.126258 -4.784560 -0.188363 -0.01 0.01 -0.01 0.000
H -2.990256 -2.694371 -2.796929 -0.01 0.00 0.00 0.001
H -4.400729 -3.639631 -2.329293 0.01 -0.01 -0.03 0.000
H -1.513717 -4.032151 -1.329318 0.01 0.02 -0.05 0.003
H -2.339645 -5.084820 -2.477584 -0.01 -0.01 0.01 0.000
H -2.865690 -5.019916 -0.793341 -0.03 -0.02 0.00 0.000
C 3.385996 2.789809 3.438354 0.00 0.08 0.01 0.000
C 2.025113 2.329888 2.911624 0.00 -0.02 0.03 -0.001
C 1.652517 1.009486 3.602403 0.02 -0.09 0.01 0.002
C 0.973368 3.358634 3.338214 -0.06 -0.04 0.02 -0.001
P 1.940987 2.009142 1.032243 0.23 -0.08 0.00 0.025
C 3.667877 1.415137 0.711216 -0.15 -0.01 -0.07 -0.007
C 4.017609 0.197327 1.299690 0.01 -0.03 0.05 0.001
C 5.259289 -0.384502 1.096347 0.03 0.08 0.02 0.001
C 6.184292 0.225471 0.263454 0.03 -0.05 0.01 -0.001
C 5.850122 1.417895 -0.355360 -0.09 0.07 0.02 0.002
C 4.609312 2.004603 -0.131919 0.14 0.05 0.01 -0.002
C 1.813463 3.685010 0.171401 -0.01 0.00 -0.09 0.003
C 0.410869 4.281515 0.384161 -0.01 0.00 0.00 0.000
C 2.859254 4.727013 0.587060 -0.02 0.06 0.02 0.001
C 1.862652 3.409518 -1.346714 0.03 -0.02 0.05 0.004
H 3.323854 2.899097 4.528122 0.01 0.01 -0.01 0.000
H 3.678542 3.754538 3.021065 0.00 -0.01 0.01 0.000
H 4.178065 2.075273 3.218209 -0.02 -0.04 -0.02 0.000
H 1.433755 1.197871 4.659751 0.02 0.01 0.00 0.000
H 2.466318 0.287961 3.567325 0.02 -0.02 -0.02 0.000
H 0.781592 0.533623 3.149909 -0.03 0.02 0.00 0.002
H 0.906580 3.344057 4.431559 -0.01 0.01 0.00 0.000
H -0.017260 3.128584 2.940529 0.02 -0.01 -0.02 0.000
H 1.237980 4.370948 3.039130 0.02 -0.01 0.00 0.000
H 3.294354 -0.345016 1.889953 -0.02 -0.03 -0.03 -0.001
H 5.471719 -1.341988 1.554136 0.00 0.02 0.00 0.000
H 7.143030 -0.241309 0.071811 0.00 0.01 0.01 0.000
H 6.547961 1.899572 -1.029595 0.00 -0.01 -0.01 0.000
H 4.397742 2.930650 -0.640301 -0.01 -0.01 -0.02 -0.002
H 0.300642 4.809782 1.328314 -0.01 -0.01 0.00 0.000
H -0.350309 3.508638 0.307124 0.03 0.00 -0.02 0.001
H 0.218334 4.998355 -0.419771 0.00 0.03 0.02 0.000
H 2.627242 5.147341 1.567741 -0.01 -0.01 0.00 0.000
H 2.842183 5.553281 -0.132391 -0.01 0.01 0.02 0.000
H 3.876400 4.343547 0.632145 -0.01 0.01 -0.02 0.000
H 1.001850 2.809172 -1.641233 -0.02 0.00 0.01 -0.002
H 2.741941 2.874352 -1.688300 0.03 -0.01 0.01 -0.001
H 1.815089 4.374021 -1.862796 0.01 -0.01 -0.02 0.000